Record 1
Entry from OMol25: an isolated ion of composition C8H21N4 and charge +1 in a non-equilibrium geometry (the ωB97M-V functional and the def2-TZVPD basis).

- gap between HOMO and LUMO (eV) = 9.35
- total charge = +1
- spin multiplicity = 1

Structure (XYZ):
```
33
C8H21N4 the ωB97M-V functional and the def2-TZVPD basis
C -1.53574 -2.92587 -1.09730
N -0.16719 -2.52818 -0.84849
C 0.83548 -3.40552 -1.41643
C 0.11357 -1.10848 -0.99173
H -1.60037 -4.02102 -1.04441
H -2.20111 -2.48803 -0.33990
H -1.89630 -2.60088 -2.09139
H 0.45950 -4.43745 -1.44308
H 1.11935 -3.10526 -2.44304
H 1.74506 -3.36734 -0.79954
H 1.06438 -1.01651 -1.54003
H -0.67680 -0.61783 -1.58848
C -0.32613 3.06578 -0.53963
N 0.21543 1.70917 -0.51472
C 1.13500 1.41581 -1.62760
C 0.08087 0.84089 0.51144
N 0.22376 -0.48416 0.27550
N -0.07738 1.16439 1.81225
C -0.79233 2.31181 2.34580
C 0.48554 0.29069 2.85024
H -0.27569 3.55591 0.43433
H 0.29438 3.64394 -1.23542
H -1.36640 3.06146 -0.90909
H 1.96613 0.78442 -1.29056
H 0.60193 0.94659 -2.46705
H 1.56007 2.35908 -1.99439
H 0.10065 -1.07003 1.10437
H -1.50316 2.71759 1.61794
H -1.38209 1.97035 3.20774
H -0.09571 3.08736 2.70076
H 1.26465 -0.36060 2.43691
H 0.94038 0.93290 3.61628
H -0.30968 -0.32099 3.30873
```

Listed below, in e, are the Löwdin charges computed for each atom: C -0.088; N -0.271; C -0.085; C -0.222; H 0.090; H 0.087; H 0.092; H 0.091; H 0.092; H 0.091; H 0.111; H 0.141; C -0.020; N -0.100; C -0.028; C -0.256; N 0.120; N -0.131; C -0.042; C -0.023; H 0.072; H 0.096; H 0.113; H 0.105; H 0.098; H 0.100; H 0.144; H 0.088; H 0.105; H 0.109; H 0.100; H 0.109; H 0.111

***

Record 2
Entry from OMol25: a 2-piece molecular cluster, C8H21NSi overall in a non-equilibrium geometry (the ωB97M-V functional and the def2-TZVPD basis).

- gap between HOMO and LUMO (eV) = 9.81
- total charge = 0
- spin multiplicity = 1

Structure (XYZ):
```
31
C8H21NSi the ωB97M-V functional and the def2-TZVPD basis
C 3.33159 -1.41162 1.31288
C 1.10714 2.97518 0.71627
C 0.13147 -1.31466 -1.94633
C 2.33298 -1.23455 0.20325
C -0.05524 1.92101 0.27256
C -0.12945 0.08447 -1.44600
C 1.11903 -0.39632 0.60325
C 0.36642 0.58010 -0.30913
N -2.98235 -0.35930 -0.77746
Si -4.44779 -0.31642 0.15725
H 2.81248 -1.86502 2.30532
H 4.10520 -2.03281 1.02919
H 3.76954 -0.43353 1.45036
H 0.98151 3.30141 1.71472
H 2.00586 2.49701 0.78095
H 1.06952 3.91858 0.08046
H -0.66568 -1.68376 -2.59254
H 0.16022 -2.02671 -1.04066
H 0.98414 -1.26890 -2.52610
H 2.95055 -0.54697 -0.49778
H 2.13719 -2.23203 -0.17715
H -0.65724 2.44542 -0.55030
H -0.79918 1.52395 1.02123
H -0.62553 0.78356 -2.14490
H -2.10054 0.23876 -0.49648
H 0.36167 -1.06729 0.99129
H 1.47935 0.06634 1.45432
H -3.00914 -0.53288 -1.73936
H -3.94947 -0.52623 1.58003
H -5.38342 -1.47248 -0.13432
H -5.38017 0.75180 -0.23572
```

Listed below, in e, are the Löwdin charges computed for each atom: C -0.138; C -0.055; C -0.085; C -0.286; C -0.171; C -0.183; C -0.180; C -0.294; N -0.189; Si 0.469; H 0.134; H 0.034; H 0.066; H 0.040; H 0.016; H 0.092; H 0.068; H 0.102; H 0.048; H 0.145; H 0.093; H 0.116; H 0.118; H 0.114; H 0.040; H 0.123; H 0.073; H -0.020; H -0.076; H -0.100; H -0.115

***

Record 3
Entry from OMol25: C8H22CdF2N2O2 as an isolated structure in a non-equilibrium geometry (the ωB97M-V functional and the def2-TZVPD basis).

- gap between HOMO and LUMO (eV) = 9.24
- total charge = 0
- spin multiplicity = 1

Structure (XYZ):
```
37
C8H22CdF2N2O2 the ωB97M-V functional and the def2-TZVPD basis
Cd 8.12431 25.18843 -23.77131
F 10.17004 25.50397 -24.34318
F 7.05962 26.77136 -24.66515
C 8.05357 25.04142 -20.00052
C 9.23187 25.38624 -20.92937
C 9.81872 24.12151 -21.50168
O 8.99445 23.52570 -22.50979
C 9.48597 22.27691 -22.94363
N 8.74738 26.39199 -21.92951
H 7.34206 24.39555 -20.53068
H 7.46235 25.91472 -19.71739
H 8.35728 24.50888 -19.10079
H 9.95842 25.84591 -20.25067
H 10.01670 23.44897 -20.66444
H 10.74644 24.37423 -22.03051
H 9.18880 21.46688 -22.26942
H 10.58339 22.27957 -22.96131
H 9.15917 22.11558 -23.96805
H 8.34007 27.15930 -21.39397
H 9.59349 26.88428 -22.23580
C 4.49077 22.52885 -23.76634
C 5.94125 22.95559 -23.83385
C 6.34770 23.06283 -25.30963
O 7.50646 23.84332 -25.53022
C 7.84919 23.93540 -26.88513
N 6.11818 24.24482 -23.12950
H 4.30030 21.48834 -24.02908
H 3.87218 23.19246 -24.37366
H 4.14926 22.66262 -22.73564
H 6.58357 22.20110 -23.37805
H 5.48063 23.46557 -25.84966
H 6.56302 22.05708 -25.69581
H 6.98492 24.14706 -27.51122
H 8.42386 23.05625 -27.19295
H 8.54698 24.77566 -26.95030
H 5.48745 24.96070 -23.48512
H 5.90275 24.03637 -22.16117
```

Listed below, in e, are the Löwdin charges computed for each atom: Cd 1.350; F -0.662; F -0.711; C -0.062; C -0.403; C -0.204; O -0.315; C -0.092; N -0.013; H 0.057; H 0.078; H 0.081; H 0.140; H 0.133; H 0.126; H 0.095; H 0.099; H 0.086; H 0.091; H 0.089; C -0.063; C -0.415; C -0.198; O -0.305; C -0.089; N 0.002; H 0.086; H 0.086; H 0.080; H 0.130; H 0.129; H 0.138; H 0.096; H 0.096; H 0.099; H 0.092; H 0.075

***

Record 4
Entry from OMol25: C8H22CrFN2O2 as an isolated structure in a non-equilibrium geometry (the ωB97M-V functional and the def2-TZVPD basis).

- gap between HOMO and LUMO (spin up / spin down) (eV) = 8.98 / 10.53
- total charge = +1
- spin multiplicity = 5

Structure (XYZ):
```
36
C8H22CrFN2O2 the ωB97M-V functional and the def2-TZVPD basis
Cr -16.34614 -11.48756 -11.96421
F -16.29047 -11.51094 -14.09857
C -16.35109 -7.21278 -12.14750
C -15.93574 -8.66112 -12.16360
C -14.59014 -8.98955 -11.48456
O -14.41808 -10.43171 -11.65326
C -13.04823 -10.97760 -11.74196
N -17.02058 -9.34746 -11.50178
H -17.30846 -7.05248 -12.64333
H -15.67479 -6.55213 -12.68996
H -16.28583 -6.52167 -11.30714
H -15.72976 -9.02114 -13.17160
H -14.65315 -8.82967 -10.40819
H -13.79638 -8.32830 -11.83212
H -12.49212 -10.29919 -11.09496
H -12.72600 -11.11277 -12.77443
H -13.29403 -12.01480 -11.51419
H -17.28527 -8.94190 -10.61547
H -17.84686 -9.26489 -12.07670
C -18.91329 -13.80613 -9.68691
C -18.52046 -12.40874 -10.07934
C -17.53308 -11.71491 -9.10502
O -16.20556 -11.61162 -9.67620
C -15.29467 -11.30054 -8.57411
N -18.20981 -12.32178 -11.54407
H -19.45641 -14.36220 -10.45105
H -19.58559 -13.83952 -8.82959
H -18.09270 -14.49145 -9.47462
H -19.41343 -11.78649 -10.02020
H -17.46974 -12.43129 -8.28595
H -17.93593 -10.73588 -8.84559
H -15.58169 -10.35668 -8.11060
H -14.26516 -11.14090 -8.89461
H -15.31258 -12.01209 -7.74859
H -18.28239 -13.31851 -11.69023
H -19.15237 -12.04275 -11.77607
```

Listed below, in e, are the Löwdin charges computed for each atom: Cr 0.908; F -0.578; C -0.059; C -0.406; C -0.121; O -0.327; C 0.012; N 0.014; H 0.092; H 0.085; H 0.092; H 0.150; H 0.127; H 0.145; H 0.107; H 0.103; H 0.096; H 0.111; H 0.107; C -0.046; C -0.373; C -0.141; O -0.268; C -0.037; N 0.005; H 0.093; H 0.101; H 0.101; H 0.139; H 0.129; H 0.133; H 0.098; H 0.094; H 0.102; H 0.092; H 0.119

***

Record 5
Entry from OMol25: C8H22FeN5O11 as an isolated structure in a non-equilibrium geometry (the ωB97M-V functional and the def2-TZVPD basis).

- gap between HOMO and LUMO (spin up / spin down) (eV) = 8.09 / 7.41
- total charge = -1
- spin multiplicity = 5

Structure (XYZ):
```
47
C8H22FeN5O11 the ωB97M-V functional and the def2-TZVPD basis
Fe 3.03139 -0.19957 11.91009
N 0.93701 -0.64994 14.28854
O 0.69303 -1.34802 15.25897
O 0.12983 0.22891 13.90052
O 2.10605 -0.69684 13.75613
N 1.95857 -2.69073 10.11320
O 2.01988 -1.59652 10.81322
O 2.82857 -3.55046 10.23935
O 1.09704 -2.71914 9.21616
N 5.86413 -2.00953 11.47462
O 6.72451 -1.33427 10.86851
O 5.96684 -3.20203 11.62139
O 4.83802 -1.38569 11.91085
C 5.73122 3.28907 12.55288
C 4.67248 2.35458 11.95235
C 5.10437 1.70988 10.64411
O 4.11450 0.80179 10.26863
C 4.20528 0.37560 8.91550
N 4.28930 1.26107 12.89464
H 5.25288 3.94608 13.28277
H 6.16358 3.95859 11.79786
H 6.57228 2.76395 13.00592
H 3.77025 2.94600 11.76617
H 6.03893 1.14852 10.80028
H 5.27786 2.49054 9.89549
H 3.48506 -0.42815 8.77461
H 5.19643 -0.00533 8.65619
H 3.95222 1.20617 8.23950
H 5.16948 0.82194 13.19503
H 4.01934 1.71373 13.77519
C 0.37535 0.74567 9.59449
C 0.94773 1.84672 10.43671
C -0.05602 2.92428 10.73395
O 0.55546 3.89462 11.57992
C -0.30288 4.97733 11.85793
N 1.49604 1.28150 11.70667
H -0.30064 0.12344 10.18471
H 1.16271 0.07460 9.25790
H -0.14520 1.13718 8.71839
H 1.78765 2.31430 9.90382
H -0.94441 2.48109 11.22233
H -0.41717 3.39614 9.80648
H -1.23570 4.61109 12.29947
H -0.47344 5.59449 10.96916
H 0.18773 5.61414 12.59735
H 0.66773 1.00737 12.27336
H 1.74387 2.10807 12.27000
```

Listed below, in e, are the Löwdin charges computed for each atom: Fe 0.789; N -0.546; O 0.024; O -0.060; O -0.113; N -0.542; O -0.164; O 0.025; O -0.028; N -0.573; O -0.054; O 0.037; O -0.129; C -0.053; C -0.383; C -0.199; O -0.269; C -0.052; N 0.025; H 0.076; H 0.079; H 0.082; H 0.130; H 0.131; H 0.135; H 0.090; H 0.099; H 0.094; H 0.110; H 0.113; C -0.050; C -0.402; C -0.207; O -0.198; C -0.115; N 0.029; H 0.098; H 0.054; H 0.085; H 0.138; H 0.141; H 0.130; H 0.091; H 0.085; H 0.085; H 0.072; H 0.087

***

Record 6
Entry from OMol25: C8H22InN2O2 as an isolated structure in a non-equilibrium geometry (the ωB97M-V functional and the def2-TZVPD basis).

- gap between HOMO and LUMO (eV) = 5.90
- total charge = +3
- spin multiplicity = 1

Structure (XYZ):
```
35
C8H22InN2O2 the ωB97M-V functional and the def2-TZVPD basis
In 1.33085 -1.57934 0.14748
C -2.46547 -1.49823 1.83685
C -1.26978 -1.49316 0.92020
C -1.50665 -0.64976 -0.36782
O -0.33854 -0.85375 -1.16759
C -0.56152 -0.64515 -2.54180
N -0.18883 -0.98366 1.77017
H -2.88443 -0.51997 2.07261
H -2.27381 -1.94596 2.81200
H -3.32597 -2.10516 1.55529
H -1.14823 -2.54604 0.66570
H -1.62538 0.41125 -0.14814
H -2.42346 -0.96005 -0.86909
H 0.39009 -0.91010 -3.00261
H -0.59828 0.42110 -2.76510
H -1.34991 -1.20196 -3.04827
H -0.38742 -1.46913 2.63330
H -0.47629 -0.09505 2.15466
C 0.16751 1.66629 -1.34887
C 1.52756 1.15577 -1.24354
C 1.96717 1.33074 0.21803
O 1.23540 0.41962 1.01808
C 1.04058 0.94246 2.37040
N 1.75857 -0.16342 -1.76352
H 0.08426 2.73903 -1.17447
H -0.59133 1.22438 -0.70313
H -0.13149 1.47334 -2.37914
H 2.10976 1.78737 -1.91452
H 2.00954 2.36898 0.54721
H 3.02854 1.08480 0.25130
H 0.34490 1.77956 2.42874
H 2.02221 1.10055 2.81706
H 0.59751 0.18919 3.02183
H 1.25133 -0.26098 -2.63144
H 2.68096 -0.21349 -2.17193
```

Listed below, in e, are the Löwdin charges computed for each atom: In 1.607; C -0.005; C -0.375; C -0.081; O -0.306; C -0.021; N 0.008; H 0.124; H 0.114; H 0.128; H 0.157; H 0.137; H 0.176; H 0.106; H 0.093; H 0.164; H 0.137; H 0.088; C -0.025; C -0.347; C -0.119; O -0.325; C 0.025; N 0.081; H 0.151; H 0.069; H 0.088; H 0.198; H 0.172; H 0.151; H 0.156; H 0.150; H 0.101; H 0.067; H 0.157

***

no.,molar mass (g/mol)
1,173.3
2,159.3
3,328.7
4,249.3
5,420.1
6,293.1